A cluster of 7 separate species, C6H25NO7 in total in a non-equilibrium geometry, computed with the ωB97M-V functional and the def2-TZVPD basis.

Each line ends with the Löwdin spin population.
Element x y z (Å)
C -0.8627 1.0211 0.1674  0.03
C -1.2142 1.2177 1.6508  0.00
C -2.0815 2.4807 1.8723  0.00
C -1.1974 3.7810 1.9035  0.00
C -0.6289 4.4076 0.8380  0.00
N -2.1820 0.1765 1.9458  0.00
C -1.7055 -1.1766 2.3590  0.03
O -0.4218 -1.2596 1.7361  0.03
H -0.1500 1.7810 -0.1726  0.00
H -0.3629 0.0643 -0.1398  0.01
H -1.6352 1.3078 -0.6258  0.01
H -0.4903 1.1223 2.3626  0.00
H -2.7137 2.7126 0.9986  0.00
H -2.6434 2.5410 2.8791  0.00
H -1.1668 4.0349 2.9088  0.00
H -0.6407 4.1009 -0.1579  0.00
H 0.2040 4.9689 1.0614  0.00
H -2.8960 0.0514 1.2401  0.01
H -1.6535 -1.0765 3.4046  0.00
H -2.4166 -1.9434 1.9238  0.02
H -0.3921 -2.0424 1.2168  0.02
H 1.1541 -3.9064 2.7779  0.01
H 0.8830 -4.6606 1.2639  0.02
O 0.6659 -3.9484 1.9960  0.05
H 3.4445 -0.2897 0.4922  0.00
H 2.7100 0.3366 -0.6847  0.01
O 2.6264 -0.0335 0.1404  0.02
H 0.1686 -1.2948 -4.4126  0.05
H 0.1692 -1.2120 -2.9051  0.03
O 0.6544 -0.7901 -3.6727  0.12
H 2.0083 -1.9757 -3.1437  0.02
H 3.4312 -2.2173 -3.0474  0.01
O 2.6509 -2.2062 -2.5041  0.06
H -2.4214 -2.3583 -3.0558  0.08
H -1.8005 -2.9799 -1.7174  0.07
O -1.6766 -2.4970 -2.4235  0.25
H 2.8014 1.7660 -3.8491  0.01
H 3.7811 1.0232 -3.0392  0.01
O 3.2562 1.8001 -3.0154  0.02

Forces on atoms 1 to 2 (eV/Å):
1.602 1.380 -2.103
-4.730 -0.675 -2.871

The multiplicity is 2. The value obtained for the HOMO-LUMO gap (alpha / beta) is 2.60 / 8.28 eV. Its expectation value of S² is 0.750. As for the total charge: -1.

A cluster of 2 separate species, C3H8O2S in total in a non-equilibrium geometry, computed with the ωB97M-V functional and the def2-TZVPD basis.

Each line ends with the Löwdin charge.
Element x y z (Å)
C -0.0809 0.0968 -0.4535  -0.30
O -1.4586 0.6979 -0.6371  -0.20
C 0.0494 -0.4415 0.9264  -0.33
C 1.5502 -0.5406 1.5329  -0.75
S 1.6655 -1.7851 2.9605  -0.10
H 0.1277 -0.6475 -1.2802  0.10
H 0.8097 0.8107 -0.5634  0.10
H -0.3589 -1.5493 0.9647  0.11
H -0.3175 0.2066 1.6638  0.06
H 1.8178 0.5345 1.8961  0.05
H 2.2071 -0.8355 0.7292  0.00
H -1.8697 1.0927 -1.4865  -0.04
H -1.9285 0.8243 -3.3705  -0.20
O -2.2134 1.5360 -2.8824  -0.49

Forces on atoms 1 to 2 (eV/Å):
-0.943 1.937 -2.178
2.260 -1.352 2.578

The value obtained for the HOMO-LUMO gap is 5.96 eV. As for the total charge: -2.

A cluster of 2 separate species, C2H4N2O2 in total in a non-equilibrium geometry, computed with the ωB97M-V functional and the def2-TZVPD basis.

Each line ends with the Löwdin charge.
Element x y z (Å)
C -0.1500 -0.7817 0.0670  -0.20
C -1.1138 0.3047 0.2860  -0.26
N 2.7315 -0.0182 -0.2403  -0.04
N 1.8572 0.6780 0.1361  0.02
O -0.1209 -1.9239 -0.2185  0.12
O -2.4765 -0.0261 0.1160  -0.05
H -0.8100 1.1400 -0.3601  0.12
H -0.9958 0.6364 1.3222  0.13
H 3.6950 0.3403 -0.3265  0.06
H -2.6167 -0.3495 -0.7818  0.09

Forces on atoms 1 to 2 (eV/Å):
1.556 -0.313 0.073
-0.842 0.167 -0.127

The value obtained for the HOMO-LUMO gap (alpha / beta) is 8.88 / 7.85 eV.

A structure of composition C4H10CsO2 in a non-equilibrium geometry, computed with the ωB97M-V functional and the def2-TZVPD basis.

Each line ends with the Löwdin charge.
Element x y z (Å)
Cs -6.4905 -21.7300 7.6297  1.14
C -2.4793 -21.9681 7.4428  -0.07
O -3.6322 -21.4216 6.7520  -0.34
C -3.3094 -20.2902 5.9183  -0.19
C -4.1095 -19.0011 6.2225  -0.13
O -5.5789 -19.2265 6.4662  -0.39
C -6.2294 -17.9207 6.4484  -0.09
H -1.5867 -22.1098 6.8334  0.10
H -2.8876 -22.8456 7.9441  0.09
H -2.1567 -21.3280 8.2639  0.09
H -3.5623 -20.5766 4.8975  0.12
H -2.2523 -20.1108 5.7218  0.13
H -4.0323 -18.2394 5.4466  0.13
H -3.6189 -18.6407 7.1267  0.12
H -5.9275 -17.3164 7.3039  0.10
H -7.2334 -18.0776 6.8427  0.08
H -6.2587 -17.4563 5.4627  0.10

Forces on atoms 1 to 2 (eV/Å):
0.008 -0.063 -0.040
-0.874 0.462 0.820

The value obtained for the HOMO-LUMO gap is 10.22 eV. As for the total charge: +1.

The molecule C3HF6N in a non-equilibrium geometry, computed with the ωB97M-V functional and the def2-TZVPD basis.

Each line ends with the Löwdin charge.
Element x y z (Å)
F -2.0327 0.1625 0.8035  0.22
C -1.1550 -0.5539 0.1673  -0.57
F -1.8195 -1.3892 -0.6560  0.16
F -0.5373 -1.4104 1.0113  0.14
C -0.1465 0.3366 -0.4992  -0.28
F -0.5694 0.9927 -1.5933  0.13
N 1.2212 -0.2061 -0.7625  0.24
C 1.0638 0.8054 0.2423  -0.44
F 1.1646 0.3959 1.5918  0.09
F 1.6240 1.9745 -0.0047  0.18
H 1.1867 -1.1081 -0.3004  0.12

Forces on atoms 1 to 2 (eV/Å):
-0.844 0.677 0.827
-0.047 -1.829 -0.291

Its structure (SMILES) is FC(F)(F)[C@]1(F)NC1(F)F. The value obtained for the HOMO-LUMO gap is 12.61 eV.

A structure of composition C26H44BrNOP2Pt in a non-equilibrium geometry, computed with the ωB97M-V functional and the def2-TZVPD basis.

Each line ends with the Löwdin spin population.
Element x y z (Å)
N -5.3669 -1.4707 4.7128  0.05
C -4.1725 -0.9373 5.0050  -0.01
C -3.5873 0.0524 4.2119  0.04
C -4.2679 0.4825 3.0474  0.01
C -5.5399 -0.0611 2.7759  0.05
C -6.0309 -1.0589 3.6308  -0.01
C -3.6417 1.4656 2.1877  0.17
Pt 0.3194 0.7505 -1.5404  0.42
P 2.8015 0.6110 -1.6614  0.07
C -4.0075 1.5570 0.8680  -0.01
C -3.3527 2.2893 -0.1487  0.14
C -3.5629 1.8526 -1.4954  0.01
C -2.4139 1.7246 -2.2654  0.06
C -1.2430 1.9848 -1.5243  0.28
C -1.1194 3.0034 -0.5668  0.06
C -2.2783 3.1611 0.1829  0.03
Br 0.9051 2.3343 -3.3895  0.43
H -2.8004 2.0328 2.6182  0.01
H -4.9583 1.1005 0.5666  0.00
H -2.6344 0.5168 4.4995  0.00
H -6.1825 0.3385 1.9909  0.00
H -3.6480 -1.2973 5.8981  0.00
H -6.9957 -1.5292 3.4273  0.00
H -4.5337 1.4369 -1.7854  0.00
H -2.3150 3.7772 1.0913  0.00
H -2.3156 1.3687 -3.2965  0.00
H -0.1341 3.4742 -0.4524  0.00
P -0.2169 -1.2689 -0.7631  0.06
C 3.0248 2.0508 -0.5335  0.01
C 3.9506 3.1387 -1.0394  0.00
H 3.3760 1.6201 0.4170  0.00
H 2.0259 2.4759 -0.3177  0.00
H 3.9116 3.9577 -0.3116  0.00
H 4.9915 2.8032 -1.0973  0.00
H 3.6191 3.5265 -2.0082  0.00
C 3.3078 0.5871 -3.4447  0.02
C 4.7547 0.5186 -3.8554  0.00
H 2.9021 1.5389 -3.8463  0.01
H 2.7255 -0.1966 -3.9453  0.00
H 4.7756 0.7249 -4.9356  0.00
H 5.3552 1.2976 -3.3656  0.00
H 5.2117 -0.4666 -3.7009  0.00
C 3.7997 -0.6991 -0.8492  0.01
C 5.2777 -0.3433 -0.6705  0.01
H 3.6797 -1.6025 -1.4726  0.00
H 3.3341 -0.9126 0.1295  0.00
H 5.7644 -1.2132 -0.2044  0.00
H 5.7786 -0.1421 -1.6287  0.00
H 5.4166 0.5246 -0.0086  0.00
C 0.7153 -2.0711 0.5940  0.02
C 1.7850 -3.0949 0.2498  0.00
H -0.0487 -2.5932 1.1883  0.00
H 1.0617 -1.2512 1.2399  0.00
H 1.3919 -4.1050 0.4576  0.00
H 2.1135 -3.0683 -0.7938  0.00
H 2.6700 -2.9618 0.8911  0.00
C -0.3029 -2.6095 -2.0453  0.00
C -1.1835 -2.2520 -3.2396  0.00
H -0.7059 -3.5052 -1.5308  0.00
H 0.7204 -2.8690 -2.3575  0.00
H -0.7375 -2.6525 -4.1580  0.00
H -2.1781 -2.7064 -3.1358  0.00
H -1.2967 -1.1696 -3.3674  0.00
C -1.9681 -1.3019 -0.1412  0.01
C -2.2218 -1.9047 1.2404  0.00
H -2.5409 -1.8527 -0.9048  0.00
H -2.3435 -0.2663 -0.1677  0.00
H -3.2858 -1.8124 1.4885  0.00
H -1.9669 -2.9723 1.2808  0.00
H -1.6581 -1.3664 2.0149  0.00
C 1.6588 0.0287 3.4233  0.00
O 0.3869 0.4203 2.8876  0.00
H 2.4723 0.2283 2.7082  0.00
H 1.6149 -1.0550 3.5770  0.00
H 1.8974 0.5194 4.3783  0.00
H 0.2604 1.3648 3.0862  0.00

Forces on atoms 1 to 2 (eV/Å):
0.329 -0.221 0.045
-0.107 0.319 -0.436

The multiplicity is 3. The value obtained for the HOMO-LUMO gap (alpha / beta) is 6.49 / 4.01 eV. Its expectation value of S² is 2.072. As for the total charge: +2.